[1]
Molecular formula: C2H5ClN2O2
Method: DFT, ωB97M-V with the def2-TZVPD basis set

Its maximum force is 5.0 eV/A. For the molar mass, the calculation gives 124.5 g mol⁻¹. The energy relative to the best compared isomer or geometry (same formula, charge and spin) comes out at 104.3 kcal per mole. The calculation puts the energy at -21745.6492 eV. The spin multiplicity is 1.

Element x y z (Å)
C -0.001 1.206 -1.130
C 0.426 0.550 0.191
N -0.182 -0.654 0.352
N 0.217 -1.869 0.812
O 1.338 -2.151 0.516
O -0.564 -2.528 1.370
Cl -2.274 -0.164 1.155
H 0.793 1.683 -1.674
H -0.455 0.317 -1.749
H -0.841 1.891 -0.997
H 1.503 0.573 0.135
H 0.040 1.148 1.019

=====

[2]
Molecular formula: C2H5ClN2O2
Method: DFT, ωB97M-V with the def2-TZVPD basis set

Its maximum force is 1.5 eV/A. The SMILES is O/N=C(/CCl)NO. For the molar mass, the calculation gives 124.5 g mol⁻¹. The energy relative to the best compared isomer or geometry (same formula, charge and spin) comes out at 18.4 kcal per mole. The calculation puts the energy at -21749.3761 eV. The spin multiplicity is 1.

Element x y z (Å)
O -2.423 -0.886 -0.321
N -1.106 -1.232 -0.183
C -0.291 -0.365 0.275
C 1.101 -0.833 0.538
Cl 2.304 0.159 -0.352
N -0.597 0.945 0.683
O -1.488 1.627 -0.157
H -2.528 0.035 -0.111
H 1.184 -1.850 0.204
H 1.384 -0.772 1.589
H 0.233 1.538 0.826
H -1.088 1.626 -1.076

=====

[3]
Molecular formula: C2H5ClNOP
Method: DFT, ωB97M-V with the def2-TZVPD basis set

Its maximum force is 3.8 eV/A. The SMILES is [O-]/[NH+]=P\Cl.C=C. For the molar mass, the calculation gives 125.5 g mol⁻¹. The energy relative to the best compared isomer or geometry (same formula, charge and spin) comes out at 91.2 kcal per mole. The calculation puts the energy at -27500.8434 eV. The spin multiplicity is 1.

Element x y z (Å)
O -2.038 -0.805 -1.477
N -1.447 -0.661 -0.369
P -1.931 0.208 0.921
Cl -3.593 1.036 0.101
H -0.468 -0.979 -0.267
C 1.180 0.684 0.176
C 2.054 -0.299 0.212
H 0.643 0.991 -0.672
H 0.937 1.252 1.042
H 2.514 -0.577 1.074
H 2.147 -0.849 -0.741

=====

[4]
Molecular formula: C2H5ClNS
Method: DFT, ωB97M-V with the def2-TZVPD basis set

The net charge is +1. Its maximum force is 3.1 eV/A. For the molar mass, the calculation gives 110.6 g mol⁻¹. The energy relative to the best compared isomer or geometry (same formula, charge and spin) comes out at 34.3 kcal per mole. The calculation puts the energy at -26993.2722 eV. The spin multiplicity is 1.

Element x y z (Å)
C 0.190 0.534 -1.258
C -0.377 -0.733 -0.801
N -0.634 0.523 0.022
S 1.188 1.523 -2.074
Cl 1.518 -0.456 1.840
H 0.160 -1.430 -0.162
H -1.239 -1.221 -1.257
H 0.693 -0.255 2.805
H 0.025 0.575 0.941
H -1.524 0.940 -0.055